1.
123
Properties=species:S:1:pos:R:3 method="wB97M-V/def2-TZVPD" fmax_ev_per_a=10.34 homo_ev=-9.97 charge=+1 gap_ev=7.4
C -8.642 -4.050 2.241
C -7.573 -3.095 1.787
N -7.238 -3.342 0.372
C -7.478 -2.167 -0.474
C -8.948 -2.043 -0.674
C -6.047 -3.887 0.225
S -5.724 -5.375 0.743
S -4.801 -2.941 -0.531
C -3.305 -3.829 -0.137
C -2.197 -3.383 -1.039
C -1.090 -2.792 -0.229
P 0.237 -2.074 -1.184
N 1.603 -2.798 -0.631
C -0.112 -2.386 -2.921
C 0.570 -1.576 -4.056
C 1.909 -0.949 -3.858
Cl 2.728 -1.083 -5.443
C 0.283 -0.354 -0.704
O 1.586 0.162 -0.651
C 1.516 1.537 -0.652
C 1.307 2.212 0.617
O 1.585 2.082 -1.614
H -8.416 -4.991 1.817
H -9.567 -3.757 1.834
H -8.690 -4.128 3.293
H -7.951 -2.112 1.913
H -6.726 -3.249 2.394
H -7.150 -1.260 -0.031
H -7.066 -2.289 -1.434
H -9.299 -2.893 -1.204
H -9.454 -2.028 0.254
H -9.200 -1.160 -1.199
H -3.450 -4.867 -0.181
H -3.060 -3.611 0.865
H -2.608 -2.713 -1.751
H -1.851 -4.241 -1.545
H -1.501 -2.018 0.369
H -0.710 -3.527 0.424
H 2.414 -2.209 -0.745
H 1.706 -3.666 -1.138
H 0.066 -3.415 -3.101
H -1.142 -2.198 -3.028
H -0.126 -0.868 -4.401
H 0.695 -2.264 -4.839
H 1.829 0.083 -3.681
H 2.536 -1.443 -3.176
H -0.389 0.231 -1.272
H -0.093 -0.331 0.291
H 2.029 2.976 0.732
H 0.366 2.681 0.625
H 1.396 1.587 1.461
C 4.196 5.741 1.594
C 3.437 6.431 2.712
C 3.784 5.759 4.040
C 3.296 4.384 4.074
N 2.898 3.309 4.107
H 3.894 4.697 1.502
H 4.020 6.222 0.632
H 5.264 5.770 1.797
H 2.362 6.406 2.530
H 3.716 7.484 2.752
H 3.346 6.304 4.876
H 4.864 5.773 4.186
C 5.546 2.285 -5.035
C 5.984 1.385 -6.186
C 7.499 1.180 -6.249
C 8.210 2.418 -6.553
N 8.769 3.390 -6.786
H 5.941 3.295 -5.145
H 4.459 2.358 -5.002
H 5.886 1.888 -4.077
H 5.627 1.801 -7.128
H 5.509 0.410 -6.070
H 7.735 0.446 -7.020
H 7.863 0.772 -5.306
C 0.884 -4.288 4.661
C 1.106 -5.718 4.180
C 0.842 -5.891 2.679
C -0.561 -5.673 2.336
N -1.666 -5.513 2.070
H -0.157 -3.985 4.541
H 1.133 -4.201 5.716
H 1.513 -3.586 4.110
H 0.472 -6.397 4.748
H 2.137 -6.005 4.381
H 1.119 -6.900 2.373
H 1.467 -5.204 2.106
C -4.401 2.181 3.017
C -4.183 0.758 2.515
C -4.637 0.559 1.065
C -6.078 0.711 0.899
N -7.201 0.853 0.731
H -5.461 2.438 3.036
H -4.018 2.290 4.030
H -3.885 2.904 2.383
H -4.704 0.057 3.168
H -3.120 0.520 2.577
H -4.358 -0.442 0.729
H -4.124 1.265 0.412
C -4.878 3.391 -2.985
C -3.591 4.210 -2.991
C -2.329 3.343 -3.109
C -2.139 2.490 -1.940
N -1.984 1.826 -1.015
H -4.932 2.734 -2.115
H -5.744 4.048 -2.954
H -4.956 2.776 -3.883
H -3.541 4.817 -2.087
H -3.610 4.898 -3.834
H -1.449 3.981 -3.216
H -2.379 2.724 -4.006
C 9.850 1.786 2.809
C 8.822 1.105 3.702
C 7.419 1.067 3.083
C 6.852 2.402 2.932
N 6.396 3.449 2.846
H 9.607 2.836 2.647
H 10.837 1.744 3.265
H 9.909 1.300 1.840
H 8.788 1.611 4.666
H 9.140 0.080 3.893
H 6.758 0.479 3.720
H 7.445 0.573 2.112

=====

2.
130
Properties=species:S:1:pos:R:3 method="wB97M-V/def2-TZVPD" de_lowest_kj_mol=176.9 fmax_ev_per_a=4.17 homo_ev=-7.92 gap_ev=7.7
C 1.840 6.030 1.593
S 3.614 6.405 1.402
O 4.443 5.593 2.405
C 3.966 5.767 -0.281
H 1.233 6.154 0.696
H 1.510 6.664 2.416
H 1.695 4.997 1.908
H 5.004 6.084 -0.379
H 3.282 5.969 -1.105
H 4.053 4.681 -0.273
C -4.558 1.713 -0.289
S -3.515 2.925 -1.214
O -4.056 3.117 -2.621
C -3.902 4.429 -0.254
H -4.584 0.721 -0.740
H -5.580 2.041 -0.102
H -4.205 1.650 0.740
H -3.742 5.292 -0.901
H -3.248 4.605 0.600
H -4.955 4.505 0.020
C -4.966 -3.728 -1.501
S -5.054 -1.840 -1.414
O -3.960 -1.427 -2.406
C -6.629 -1.698 -2.260
H -4.163 -4.144 -0.893
H -4.806 -4.021 -2.539
H -5.963 -4.054 -1.204
H -7.416 -1.950 -1.549
H -6.823 -2.372 -3.094
H -6.714 -0.679 -2.639
C -3.010 0.701 -4.214
S -1.484 0.337 -5.194
O -0.304 1.127 -4.636
C -1.304 -1.430 -4.627
H -2.794 0.750 -3.147
H -3.653 -0.170 -4.337
H -3.522 1.585 -4.595
H -0.277 -1.792 -4.684
H -2.098 -1.971 -5.141
H -1.516 -1.394 -3.559
C 6.174 1.528 -1.880
S 4.592 1.135 -1.032
O 4.139 2.340 -0.291
C 3.518 0.978 -2.625
H 6.226 2.465 -2.435
H 6.592 0.792 -2.566
H 6.992 1.702 -1.181
H 4.061 0.375 -3.354
H 3.148 1.930 -3.005
H 2.583 0.445 -2.451
C -2.769 -2.519 4.685
S -1.720 -1.234 5.510
O -0.737 -1.981 6.374
C -0.715 -0.590 4.088
H -3.687 -2.581 5.270
H -2.443 -3.557 4.752
H -2.908 -2.306 3.625
H 0.086 -1.251 3.759
H -0.144 0.242 4.501
H -1.189 -0.244 3.169
C 4.490 1.773 2.811
S 5.171 0.782 4.144
O 4.478 1.372 5.391
C 4.355 -0.828 3.543
H 3.461 1.440 2.672
H 4.984 1.545 1.867
H 4.689 2.840 2.906
H 3.291 -0.852 3.778
H 4.699 -1.636 4.190
H 4.472 -0.888 2.461
N 3.044 -2.758 -2.477
C 3.336 -4.095 -2.107
C 2.105 -4.748 -2.063
C 1.134 -3.821 -2.219
C 1.664 -2.661 -2.589
H 3.734 -2.033 -2.608
H 4.343 -4.388 -1.847
H 1.845 -5.739 -1.721
H 0.084 -3.907 -1.983
H 1.300 -1.647 -2.670
N 0.871 1.319 -0.417
C 1.089 -0.028 -0.174
C -0.064 -0.606 0.226
C -1.103 0.274 0.300
C -0.453 1.491 -0.055
H 1.528 1.992 -0.785
H 2.074 -0.423 -0.377
H -0.174 -1.653 0.462
H -2.140 0.148 0.572
H -0.875 2.485 -0.053
N 0.373 3.760 -3.368
C -0.740 4.490 -3.231
C -0.539 5.645 -2.549
C 0.833 5.531 -2.251
C 1.375 4.332 -2.682
H 0.340 2.975 -4.002
H -1.661 4.086 -3.624
H -1.267 6.377 -2.231
H 1.367 6.300 -1.712
H 2.339 3.846 -2.629
N -8.903 -1.609 0.567
C -7.779 -1.347 1.261
C -7.439 -0.002 1.183
C -8.451 0.625 0.455
C -9.386 -0.368 0.191
H -9.363 -2.505 0.485
H -7.139 -2.078 1.734
H -6.464 0.395 1.424
H -8.447 1.659 0.142
H -10.386 -0.413 -0.214
N 6.966 -3.939 2.187
C 5.639 -4.300 2.184
C 5.028 -3.501 1.302
C 6.022 -2.569 0.739
C 7.212 -2.936 1.295
H 7.628 -4.510 2.693
H 5.162 -5.118 2.705
H 3.949 -3.467 1.319
H 6.019 -1.826 -0.044
H 8.158 -2.439 1.134
N -0.083 -4.532 3.550
C 0.136 -4.555 2.168
C 1.384 -4.051 1.850
C 1.881 -3.528 3.030
C 1.037 -3.881 4.091
H -0.896 -4.840 4.065
H -0.631 -4.951 1.519
H 1.850 -3.885 0.890
H 2.709 -2.848 3.163
H 1.097 -3.619 5.137

=====

3.
142
Properties=species:S:1:pos:R:3 method="wB97M-V/def2-TZVPD" fmax_ev_per_a=1.60 homo_ev=-10.57 charge=+1 gap_ev=8.0
C -0.874 -5.619 0.154
C -1.737 -4.376 0.059
O -1.162 -3.316 0.833
B -1.922 -2.193 1.079
O -3.165 -2.285 1.616
C -1.239 -0.778 0.735
C -0.725 0.038 1.970
C 0.528 -0.752 2.438
C 0.912 -0.845 3.928
C 2.451 -0.843 4.050
C 2.962 -1.035 5.451
F 4.313 -0.807 5.467
F 2.772 -2.318 5.883
C 2.348 -0.088 6.517
F 2.153 1.138 5.998
F 3.160 0.021 7.576
F 1.164 -0.570 6.933
P -1.892 0.268 3.379
S -2.303 -1.229 4.556
C -0.309 1.514 1.536
C 0.898 2.031 2.333
C 0.838 3.519 2.729
O 0.290 3.717 4.017
C -0.132 1.550 0.019
I 0.975 3.286 -0.689
N -1.454 1.352 -0.714
N -2.382 2.209 -0.080
C -1.379 1.642 -2.202
C -1.856 3.003 -2.641
O -3.277 2.935 -2.806
C -1.861 -0.141 -0.520
O -1.401 -0.912 -1.593
C -0.051 -0.971 -2.076
C 0.225 -2.420 -2.444
C 1.596 -2.586 -3.089
O -0.823 -2.889 -3.273
C -3.442 -0.249 -0.700
Br -4.500 0.315 0.819
C -3.900 -1.585 -1.385
C -4.038 -1.432 -2.883
Br -5.718 -2.086 -0.769
H -1.435 -6.464 -0.240
H 0.055 -5.515 -0.398
H -0.671 -5.834 1.200
H -1.823 -4.075 -0.986
H -2.745 -4.624 0.398
H -3.212 -2.996 2.264
H -0.278 -1.136 0.359
H 1.382 -0.408 1.858
H 0.408 -1.788 2.114
H 0.546 -0.026 4.534
H 0.577 -1.795 4.329
H 2.890 -1.607 3.413
H 2.823 0.120 3.703
H -1.229 1.267 4.110
H -3.013 0.947 2.903
H -1.128 2.165 1.837
H 0.935 1.531 3.298
H 1.849 1.809 1.853
H 1.842 3.934 2.702
H 0.246 4.069 2.003
H -0.665 3.641 3.950
H 0.556 0.771 -0.289
H -2.013 3.117 0.172
H -3.294 2.227 -0.507
H -0.388 1.430 -2.590
H -2.028 0.934 -2.715
H -1.615 3.818 -1.964
H -1.372 3.215 -3.595
H -3.531 3.551 -3.495
H 0.119 -0.330 -2.953
H 0.737 -0.726 -1.360
H 0.237 -2.950 -1.483
H 1.674 -1.976 -3.986
H 2.385 -2.288 -2.404
H 1.707 -3.643 -3.330
H -0.478 -3.587 -3.833
H -3.695 0.502 -1.448
H -3.324 -2.453 -1.105
H -4.616 -0.538 -3.112
H -4.519 -2.306 -3.307
H -3.056 -1.314 -3.316
C -0.577 -4.315 5.332
C 0.561 -4.966 6.133
C 0.647 -6.435 5.696
S 0.054 -6.482 3.997
O -1.165 -7.247 3.943
O 1.143 -6.773 3.100
C -0.366 -4.746 3.888
H -0.571 -3.232 5.415
H -1.541 -4.675 5.697
H 1.502 -4.459 5.909
H 0.395 -4.884 7.206
H 1.663 -6.822 5.714
H -0.003 -7.078 6.285
H -1.244 -4.633 3.257
H 0.484 -4.233 3.435
C -1.525 0.470 -8.247
C -0.620 1.711 -8.250
C -0.286 2.037 -6.788
S -0.357 0.471 -5.905
O -1.438 0.548 -4.951
O 0.967 0.100 -5.472
C -0.867 -0.526 -7.296
H -1.639 0.048 -9.243
H -2.519 0.734 -7.879
H 0.298 1.493 -8.797
H -1.098 2.558 -8.738
H 0.709 2.456 -6.667
H -1.026 2.697 -6.339
H -1.534 -1.310 -6.944
H 0.032 -0.962 -7.729
C 7.087 0.125 -1.947
C 7.238 -1.103 -1.037
C 6.071 -1.081 -0.040
S 4.728 -0.232 -0.875
O 4.439 1.003 -0.185
O 3.656 -1.159 -1.169
C 5.622 0.150 -2.375
H 7.749 0.074 -2.809
H 7.328 1.033 -1.392
H 7.192 -2.012 -1.638
H 8.192 -1.104 -0.515
H 5.731 -2.076 0.236
H 6.308 -0.510 0.855
H 5.285 1.112 -2.755
H 5.400 -0.637 -3.096
C -2.494 8.094 -0.618
C -0.987 7.810 -0.524
C -0.734 7.108 0.817
S -2.258 6.243 1.211
O -2.829 6.800 2.402
O -2.039 4.808 1.119
C -3.191 6.799 -0.210
H -2.787 8.401 -1.620
H -2.766 8.895 0.071
H -0.687 7.156 -1.347
H -0.398 8.721 -0.601
H 0.076 6.384 0.769
H -0.551 7.814 1.624
H -4.232 6.922 0.077
H -3.104 6.035 -0.985